(1)
DFT (the ωB97M-V functional and the def2-TZVPD basis) results for a single C2H4N2O molecule in a non-equilibrium geometry.

Geometry as ORCA input:
```
! wB97M-V def2-TZVPD RIJCOSX def2/J DEFGRID3
* xyz 0 1
C -0.22311 0.45427 2.61225
C 0.23198 -0.03398 -0.92025
N 0.05792 -0.11418 1.35092
N 0.95492 0.75984 2.34729
O -0.41325 0.58360 0.20433
H -1.12521 0.43840 3.14248
H -0.30316 0.20249 -1.92065
H 1.31111 0.20632 -1.07145
H 0.32164 -1.07869 -0.58016
*
```

Summary:
HOMO level (Ha): -0.3625
SMILES: CON1C=N1

=====

(2)
DFT (the ωB97M-V functional and the def2-TZVPD basis) results for a molecular structure, C24H33N3OPPdSSe2.

Geometry as ORCA input:
```
! wB97M-V def2-TZVPD RIJCOSX def2/J DEFGRID3
* xyz -1 1
Pd -0.42711 1.01158 -0.46930
O 2.35104 0.70771 -1.65409
N 2.36932 1.69704 -2.48633
C 3.02164 1.52822 -3.66636
C 3.12838 2.51581 -4.60823
C 2.53189 3.74972 -4.34586
C 1.85645 3.91371 -3.16191
C 1.74690 2.89424 -2.19392
S 0.89243 3.11868 -0.73054
H 3.44790 0.54210 -3.76891
H 3.66331 2.31550 -5.52585
H 2.58788 4.55984 -5.06170
H 1.36632 4.84683 -2.92269
Se -2.02938 -3.13527 -3.18728
Se -3.28156 -2.10565 -1.52521
C -2.86033 -0.26387 -1.90334
C -3.88805 0.64157 -1.90402
C -3.54439 2.00888 -2.03432
C -2.24722 2.35009 -2.28373
C -1.25758 1.32735 -2.40860
N -1.57134 0.02010 -2.13774
C -0.30614 -3.17174 -2.30874
C -0.11040 -3.97546 -1.19060
C 1.14483 -3.98430 -0.60745
C 2.13409 -3.17559 -1.14463
C 1.83100 -2.40621 -2.25768
N 0.63875 -2.42279 -2.85222
H -4.91515 0.31961 -1.79985
H -4.31170 2.77027 -1.96122
H -1.93575 3.37980 -2.39949
H -0.36086 1.49974 -2.99499
H -0.92395 -4.57061 -0.79934
H 1.33994 -4.59688 0.26445
H 3.12021 -3.11920 -0.70349
H 2.56292 -1.72558 -2.67082
C 0.34768 0.43576 4.41864
C -0.19336 1.10303 3.15183
C 0.63220 2.35465 2.85010
P -0.41491 0.04959 1.62339
C 0.93130 -1.23167 1.60228
C 0.95564 -2.38612 2.60152
C 2.28744 -0.52789 1.51441
C -1.98019 -0.89076 1.99713
C -3.17976 -0.02380 1.60392
C -2.23106 -1.46090 3.39432
H 0.29375 1.13779 5.25706
H 1.39948 0.17344 4.28971
H -0.19103 -0.46518 4.70222
H -1.22206 1.43419 3.34795
H 1.69044 2.10753 2.74156
H 0.54114 3.07135 3.67247
H 0.32156 2.83040 1.92258
H 0.74113 -1.66585 0.61584
H 1.03019 -2.05120 3.63629
H 1.83026 -3.01463 2.40039
H 0.07243 -3.02013 2.50801
H 2.58571 -0.11806 2.48335
H 2.27048 0.27501 0.77355
H 3.05886 -1.24409 1.21532
H -1.92186 -1.71705 1.27794
H -3.36962 0.73713 2.36759
H -4.08380 -0.63481 1.51909
H -3.00778 0.48540 0.65573
H -2.39865 -0.65547 4.11401
H -1.41960 -2.08254 3.76626
H -3.14033 -2.07036 3.38153
*
```

Summary:
HOMO level (Ha): -0.1247

=====

(3)
DFT (the ωB97M-V functional and the def2-TZVPD basis) results for a molecular structure, C30H54LuP2 in a non-equilibrium geometry.

Geometry as ORCA input:
```
! wB97M-V def2-TZVPD RIJCOSX def2/J DEFGRID3
* xyz 1 1
Lu 0.06689 0.12727 0.02994
C 1.88469 0.14510 1.74704
C 2.57652 -0.31944 0.58688
C 1.80956 1.82292 0.13433
C 1.55561 1.51677 1.52099
C 2.49760 0.69598 -0.41834
C 1.80219 -0.53140 3.07575
H 1.72425 -1.61982 2.96288
H 0.91993 -0.18689 3.63293
H 2.68744 -0.31280 3.69763
C 1.19912 2.44813 2.60258
H 1.10638 1.93344 3.55991
H 0.24980 2.94231 2.38838
H 1.97840 3.20772 2.71585
C 1.52130 3.07622 -0.62361
H 2.40413 3.73384 -0.64608
H 0.67848 3.62835 -0.20186
H 1.23926 2.85191 -1.66566
C 3.23442 0.70448 -1.70479
H 4.24555 1.10540 -1.55579
H 2.74754 1.33958 -2.44819
H 3.33706 -0.30156 -2.11689
C 3.50022 -1.47388 0.59953
H 4.41767 -1.24139 1.16473
H 3.81331 -1.75839 -0.40556
H 3.04247 -2.34094 1.08431
C -0.49086 -3.56512 -0.75339
C 0.54797 -3.68118 0.09017
C 1.54688 -4.79651 -0.05216
C 2.55571 -4.75042 -1.23326
C 2.39340 -3.59777 -2.19135
C 1.36159 -3.52299 -3.02645
C 0.28659 -4.57932 -3.05386
C -0.70188 -4.56596 -1.85893
H 1.00488 -5.75356 -0.12518
H 2.49485 -5.70911 -1.77322
H 2.13988 -4.84041 0.87266
H -0.68502 -5.57745 -1.42117
H -1.31489 -2.85566 -0.60422
H 0.64707 -3.08934 1.00781
H -1.70839 -4.41474 -2.27263
H -0.28770 -4.46173 -3.98379
H 1.27396 -2.75312 -3.79586
H 0.73998 -5.58018 -3.11806
H 3.57514 -4.71744 -0.82285
H 3.22670 -2.89163 -2.21463
P -1.91629 -0.55686 1.88882
C -2.07287 0.68908 3.21741
H -2.97053 0.49824 3.82090
H -2.13689 1.68037 2.75973
H -1.18539 0.67473 3.86469
C -3.60275 -0.64479 1.19461
H -4.35638 -0.70313 1.99430
H -3.68039 -1.53027 0.54756
H -3.78330 0.25039 0.58382
C -1.74518 -2.08747 2.85672
H -1.85552 -2.95481 2.19412
H -2.50376 -2.11343 3.65196
H -0.74140 -2.10952 3.30362
P -1.04999 0.43970 -2.52922
C 0.26966 0.58795 -3.79689
H -0.08096 0.33072 -4.80826
H 1.09926 -0.08119 -3.52269
H 0.65213 1.62336 -3.80749
C -2.25734 -0.78934 -3.13602
H -1.74304 -1.68601 -3.51074
H -2.90181 -0.37062 -3.92614
H -2.89407 -1.08345 -2.28703
C -1.93667 2.02420 -2.71243
H -2.18070 2.24601 -3.76246
H -1.31113 2.82555 -2.30106
H -2.85294 1.99400 -2.11202
C -0.48075 5.21200 1.54187
C -1.72919 4.33112 1.34265
C -2.38885 4.22455 2.71843
C -2.62871 4.98460 0.28935
C -1.45772 3.00523 0.84303
C -1.24164 1.89013 0.36835
H -0.87963 6.18982 1.83490
H 0.13422 5.33501 0.64366
H 0.15219 4.86445 2.36408
H -2.66278 5.23489 3.03865
H -3.27935 3.58534 2.73697
H -1.66015 3.84189 3.44239
H -2.06734 5.10472 -0.64960
H -3.52259 4.38316 0.06523
H -2.96018 5.98240 0.60248
*
```

Summary:
HOMO level (Ha): -0.3842

=====

(4)
DFT (the ωB97M-V functional and the def2-TZVPD basis) results for 2 unconnected molecules or ions with the total composition C5H7Br in a non-equilibrium geometry.

Geometry as ORCA input:
```
! wB97M-V def2-TZVPD RIJCOSX def2/J DEFGRID3
* xyz 0 1
C 0.32433 0.86697 -0.23331
C 0.72933 -0.26978 -0.11444
C 1.23203 -1.55037 -0.25414
C -0.32764 2.15803 -0.08894
C 2.40831 -1.92818 0.22956
Br -4.05972 -0.15355 0.16856
H 0.59210 -2.14251 -0.85834
H -0.45255 2.67041 -1.06808
H 0.22544 2.92275 0.49792
H -1.28976 1.99976 0.35719
H -5.43903 -0.30176 0.60597
H 2.85902 -2.94299 0.01904
H 3.19815 -1.32878 0.73900
*
```

Summary:
HOMO level (Ha): -0.3223
SMILES: C=CC#CC.Br

=====

(5)
DFT (the ωB97M-V functional and the def2-TZVPD basis) results for a single C23H24N2O4 molecule.

Geometry as ORCA input:
```
! wB97M-V def2-TZVPD RIJCOSX def2/J DEFGRID3
* xyz 0 1
C 0.44794 -4.88786 0.19553
C -0.86742 -4.74207 -0.55777
H -0.97877 -5.55962 -1.27821
H -1.71713 -4.73314 0.12884
O -0.94159 -3.50052 -1.25420
C -0.33662 -3.44056 -2.45432
O 0.19460 -4.40480 -2.96150
C -0.45715 -2.13550 -3.10443
C -0.61889 -2.03558 -4.47593
N -0.75407 -0.72907 -4.81495
C -0.64545 0.05560 -3.69705
C -0.68346 1.43911 -3.60107
C -0.47564 1.99466 -2.36228
C -0.23718 1.18084 -1.24609
C -0.24629 -0.20634 -1.32174
C -0.45717 -0.79196 -2.58000
C -0.03519 -0.99904 -0.06499
N -0.17895 -0.15302 1.10185
C 0.59091 1.05403 0.94395
C 0.64106 1.89206 2.19749
C 1.16344 3.17356 2.12861
C 1.24216 3.97840 3.25060
C 0.79756 3.49276 4.47548
C 0.27708 2.20225 4.54488
C 0.19065 1.40168 3.42020
C -0.39415 0.02235 3.49962
C 0.10976 -0.83321 2.34394
H -0.41018 -1.79446 2.33159
H 1.19286 -1.02737 2.46058
H -0.14718 -0.44301 4.45532
H -1.48236 0.09865 3.42772
H -0.06352 1.83943 5.50245
O 0.82982 4.18332 5.65027
C 1.33593 5.49566 5.64270
H 2.38478 5.52127 5.32928
H 1.25997 5.84679 6.67073
H 0.74653 6.15062 4.99286
H 1.65066 4.97189 3.15683
H 1.50483 3.54903 1.17616
O 0.02097 1.84344 -0.07881
H 1.64363 0.81066 0.63972
H -0.79087 -1.78252 -0.00092
H 0.96135 -1.48556 -0.10013
H -0.47553 3.06254 -2.21670
H -0.85096 2.05382 -4.47219
H -0.90223 -0.38747 -5.75000
C -0.70068 -3.09440 -5.51329
H 0.02644 -2.90491 -6.30236
H -1.69409 -3.11370 -5.96306
H -0.48751 -4.06119 -5.06957
H 0.45002 -5.82374 0.74733
H 1.27608 -4.89280 -0.50909
H 0.58035 -4.06318 0.89233
*
```

Summary:
HOMO level (Ha): -0.2884
SMILES: CCOC(=O)c1c(C)[nH]c2ccc3c(c12)CN1CCc2cc(OC)ccc2[C@@H]1O3

=====

(6)
DFT (the ωB97M-V functional and the def2-TZVPD basis) results for a gas-phase ion, C4H7ClN3O2S (charge +1) in a non-equilibrium geometry.

Geometry as ORCA input:
```
! wB97M-V def2-TZVPD RIJCOSX def2/J DEFGRID3
* xyz 1 1
C 0.22159 0.27000 0.16704
C -2.85664 1.07526 0.36454
C -2.04414 1.05860 -0.70122
C 2.61830 -0.29661 0.85478
N -0.62557 1.10972 -0.40697
N 1.61696 0.46331 0.09059
N -0.04014 -2.43260 -0.56715
O 0.58664 -1.84759 -1.38597
O -0.56642 -3.45395 -0.47091
S -0.45017 -1.20751 0.82673
Cl -2.50029 1.51473 -2.35274
H -2.47396 0.99580 1.38655
H -3.96990 1.10753 0.17793
H 3.22890 0.30857 1.72746
H 3.36163 -0.77572 0.19414
H 2.18670 -1.10877 1.36023
H -0.14925 1.94176 -0.78687
H 1.85576 1.27748 -0.47816
*
```

Summary:
HOMO level (Ha): -0.5075

=====

Copy entry 5 word for word.
DFT (the ωB97M-V functional and the def2-TZVPD basis) results for a single C23H24N2O4 molecule.

Geometry as ORCA input:
```
! wB97M-V def2-TZVPD RIJCOSX def2/J DEFGRID3
* xyz 0 1
C 0.44794 -4.88786 0.19553
C -0.86742 -4.74207 -0.55777
H -0.97877 -5.55962 -1.27821
H -1.71713 -4.73314 0.12884
O -0.94159 -3.50052 -1.25420
C -0.33662 -3.44056 -2.45432
O 0.19460 -4.40480 -2.96150
C -0.45715 -2.13550 -3.10443
C -0.61889 -2.03558 -4.47593
N -0.75407 -0.72907 -4.81495
C -0.64545 0.05560 -3.69705
C -0.68346 1.43911 -3.60107
C -0.47564 1.99466 -2.36228
C -0.23718 1.18084 -1.24609
C -0.24629 -0.20634 -1.32174
C -0.45717 -0.79196 -2.58000
C -0.03519 -0.99904 -0.06499
N -0.17895 -0.15302 1.10185
C 0.59091 1.05403 0.94395
C 0.64106 1.89206 2.19749
C 1.16344 3.17356 2.12861
C 1.24216 3.97840 3.25060
C 0.79756 3.49276 4.47548
C 0.27708 2.20225 4.54488
C 0.19065 1.40168 3.42020
C -0.39415 0.02235 3.49962
C 0.10976 -0.83321 2.34394
H -0.41018 -1.79446 2.33159
H 1.19286 -1.02737 2.46058
H -0.14718 -0.44301 4.45532
H -1.48236 0.09865 3.42772
H -0.06352 1.83943 5.50245
O 0.82982 4.18332 5.65027
C 1.33593 5.49566 5.64270
H 2.38478 5.52127 5.32928
H 1.25997 5.84679 6.67073
H 0.74653 6.15062 4.99286
H 1.65066 4.97189 3.15683
H 1.50483 3.54903 1.17616
O 0.02097 1.84344 -0.07881
H 1.64363 0.81066 0.63972
H -0.79087 -1.78252 -0.00092
H 0.96135 -1.48556 -0.10013
H -0.47553 3.06254 -2.21670
H -0.85096 2.05382 -4.47219
H -0.90223 -0.38747 -5.75000
C -0.70068 -3.09440 -5.51329
H 0.02644 -2.90491 -6.30236
H -1.69409 -3.11370 -5.96306
H -0.48751 -4.06119 -5.06957
H 0.45002 -5.82374 0.74733
H 1.27608 -4.89280 -0.50909
H 0.58035 -4.06318 0.89233
*
```

Summary:
HOMO level (Ha): -0.2884
SMILES: CCOC(=O)c1c(C)[nH]c2ccc3c(c12)CN1CCc2cc(OC)ccc2[C@@H]1O3